{"formula": "C35H72AsF6NO17S7", "method": "ωB97M-V with the def2-TZVPD basis set", "symbols": ["O", "C", "O", "O", "H", "As", "F", "F", "F", "F", "F", "F", "C", "C", "N", "C", "C", "C", "C", "H", "H", "H", "H", "H", "H", "H", "H", "H", "H", "H", "H", "H", "H", "H", "C", "C", "C", "S", "O", "O", "C", "H", "H", "H", "H", "H", "H", "H", "H", "C", "C", "C", "S", "O", "O", "C", "H", "H", "H", "H", "H", "H", "H", "H", "C", "C", "C", "S", "O", "O", "C", "H", "H", "H", "H", "H", "H", "H", "H", "C", "C", "C", "S", "O", "O", "C", "H", "H", "H", "H", "H", "H", "H", "H", "C", "C", "C", "S", "O", "O", "C", "H", "H", "H", "H", "H", "H", "H", "H", "C", "C", "C", "S", "O", "O", "C", "H", "H", "H", "H", "H", "H", "H", "H", "C", "C", "C", "S", "O", "O", "C", "H", "H", "H", "H", "H", "H", "H", "H"], "xyz": [[2.0019, -28.6950, -6.6517], [1.4778, -27.4055, -6.5159], [0.7892, -26.9497, -7.4885], [1.6151, -26.8042, -5.4278], [1.5801, -28.9350, -7.4885], [0.2590, -30.9549, -9.9029], [-0.7224, -30.2874, -11.1475], [1.6543, -30.7746, -10.9501], [1.2122, -31.8078, -8.7342], [-1.1516, -31.2299, -8.9738], [0.0758, -32.5615, -10.6373], [0.7775, -29.4969, -9.1961], [0.4525, -27.8678, -13.6781], [-0.8026, -28.7269, -13.7152], [-1.7333, -28.2791, -14.7246], [-1.2114, -28.1529, -16.0887], [-0.2988, -29.2943, -16.5311], [-3.0007, -28.9850, -14.7339], [-3.6805, -29.1352, -13.3843], [1.1157, -27.8458, -14.5441], [1.1398, -28.2281, -12.9010], [0.1960, -26.8649, -13.3321], [-0.4898, -29.7798, -13.8575], [-1.2419, -28.6371, -12.7306], [-2.0836, -28.2723, -16.7426], [-0.8690, -27.1403, -16.3053], [-0.4723, -30.2497, -16.0403], [-0.1372, -29.3327, -17.6072], [0.7151, -29.0905, -16.1499], [-2.8647, -30.0331, -15.0912], [-3.6707, -28.5491, -15.4763], [-4.1867, -28.2742, -12.9550], [-3.0081, -29.5419, -12.6166], [-4.3265, -30.0261, -13.3785], [-1.0350, -33.4957, -13.2683], [-2.4283, -32.8092, -13.1347], [-3.2652, -33.1536, -14.3467], [-2.4350, -34.4268, -15.3085], [-2.5000, -34.1337, -16.7192], [-2.9032, -35.6988, -14.8130], [-0.8067, -33.9404, -14.6772], [-1.0276, -34.2433, -12.4807], [-0.2503, -32.7614, -13.0949], [-2.2089, -31.7405, -13.2126], [-2.8574, -32.8748, -12.1384], [-3.1653, -32.2818, -15.0081], [-4.3505, -33.2315, -14.3293], [-0.4516, -33.1786, -15.3737], [-0.1675, -34.7938, -14.9219], [-3.3393, -26.1189, -10.1607], [-2.6525, -27.2484, -9.3606], [-1.1654, -27.2057, -9.6632], [-0.7063, -25.4937, -9.9803], [-0.1269, -25.4325, -11.3000], [-0.0878, -24.8277, -8.8769], [-2.4214, -24.9307, -9.9571], [-4.2950, -25.8865, -9.6826], [-3.5637, -26.2849, -11.2176], [-3.1113, -28.2330, -9.3904], [-2.8010, -26.8834, -8.3350], [-1.0230, -27.8372, -10.5413], [-0.4889, -27.5469, -8.8691], [-2.6258, -24.0216, -10.5319], [-2.5999, -24.4957, -8.9676], [3.2463, -36.1778, -6.6696], [2.9147, -35.6477, -8.0627], [1.6889, -34.7241, -7.9180], [1.7283, -34.0014, -6.2499], [0.4701, -34.3772, -5.6441], [2.1911, -32.6571, -6.2554], [3.0998, -35.0236, -5.6980], [4.2346, -36.6302, -6.5964], [2.5146, -36.9317, -6.3553], [2.6149, -36.4851, -8.6905], [3.7255, -35.0761, -8.5167], [0.8931, -35.4642, -7.7747], [1.4167, -34.1365, -8.7865], [2.9482, -35.2114, -4.6317], [3.9942, -34.3943, -5.6657], [-2.4559, -31.0995, -3.8709], [-2.2507, -30.6996, -5.3468], [-0.9196, -29.9759, -5.5143], [-0.4617, -29.3465, -3.8912], [-1.1484, -28.0956, -3.6709], [0.9595, -29.4137, -3.7440], [-1.2211, -30.7481, -3.0543], [-2.6910, -32.1630, -3.7514], [-3.3936, -30.6918, -3.4765], [-3.0257, -29.9874, -5.6457], [-2.3426, -31.5150, -6.0638], [-0.8163, -29.2154, -6.2877], [-0.0638, -30.6299, -5.7106], [-1.3295, -30.4902, -2.0045], [-0.5150, -31.5533, -3.2465], [6.0066, -29.7986, -8.1572], [5.3286, -30.8370, -9.0518], [4.5004, -31.7332, -8.1699], [5.4373, -31.8574, -6.6261], [6.1424, -33.1274, -6.5960], [4.5641, -31.5510, -5.5458], [6.5801, -30.4878, -6.9212], [5.2124, -29.1484, -7.7750], [6.7140, -29.1711, -8.6950], [6.0479, -31.4092, -9.6548], [4.7775, -30.3069, -9.8344], [4.3569, -32.7717, -8.4665], [3.5189, -31.3549, -7.8780], [7.5477, -30.9621, -7.0957], [6.6315, -29.8425, -6.0509], [4.2004, -32.5568, -12.5548], [5.1016, -33.6085, -13.1955], [4.7056, -34.8755, -12.4824], [2.8904, -34.9181, -12.6130], [2.4472, -35.6034, -11.4224], [2.5852, -35.3978, -13.9410], [2.7742, -33.0749, -12.6694], [4.3147, -31.5306, -12.8935], [4.4059, -32.5662, -11.4788], [6.1605, -33.3503, -13.1714], [4.8661, -33.7192, -14.2606], [4.9098, -34.7918, -11.4135], [5.0836, -35.8138, -12.8813], [2.2264, -32.7666, -11.7837], [2.2244, -32.8401, -13.5767], [-2.1645, -36.1979, -10.6179], [-1.1745, -35.3433, -9.7972], [-1.9143, -34.5195, -8.7798], [-3.1115, -35.7214, -8.1868], [-4.2829, -35.0667, -7.6676], [-2.4915, -36.7454, -7.3826], [-3.4476, -36.4318, -9.8231], [-1.6788, -37.1541, -10.8237], [-2.3447, -35.8204, -11.6263], [-0.5172, -34.7170, -10.4015], [-0.4504, -36.0564, -9.3994], [-2.5275, -33.7458, -9.2406], [-1.4122, -34.1534, -7.8850], [-4.2495, -35.8482, -10.2726], [-3.7726, -37.4586, -9.6968]], "forces_ev_per_a": [[-0.21, 0.42, -0.34], [-1.50, 2.34, 1.30], [0.79, -1.50, 0.12], [0.83, -1.17, -0.86], [0.32, -0.32, -0.08], [1.56, -1.59, -0.46], [-0.27, 0.43, -0.12], [0.20, -0.12, -0.31], [0.19, 0.08, 0.30], [-0.37, 0.33, 0.43], [-0.44, 0.04, -0.28], [-0.88, 0.54, 0.19], [0.69, 0.25, 1.03], [1.09, 0.10, -0.47], [-0.63, 0.65, -0.30], [-1.31, -0.95, -0.33], [2.16, 0.86, 0.75], [0.11, -0.97, 0.24], [0.16, -1.26, 0.88], [-0.56, 0.11, -0.40], [-0.37, -0.21, 0.14], [0.05, 0.12, -0.37], [-0.28, -0.07, 0.10], [-0.16, -0.12, -0.02], [-0.12, 0.33, 0.11], [0.65, -0.15, 0.19], [-0.78, -0.16, -0.50], [-0.53, -0.35, -0.07], [-0.08, 0.08, -0.12], [0.16, 0.08, -0.06], [0.00, 0.30, 0.15], [-0.01, 0.12, -0.24], [0.39, 0.67, -0.14], [-0.63, 0.57, -0.55], [0.01, 0.55, 0.74], [0.85, 1.19, -0.12], [-0.28, 1.28, -1.37], [-0.44, 1.01, 0.76], [-0.11, -0.25, -0.17], [0.49, -0.32, -0.07], [-0.58, -1.52, -1.41], [0.65, -0.44, -0.42], [-0.12, -0.06, 0.69], [-0.19, 0.04, 0.06], [-0.16, -0.71, -0.08], [0.12, -0.18, -0.17], [0.06, -0.79, 0.58], [-0.31, 0.37, 0.26], [0.11, -0.10, 0.74], [-0.40, 0.06, -0.01], [-0.20, 1.34, 0.96], [0.18, -0.88, -0.07], [-1.05, -0.36, 0.38], [0.09, 0.29, -0.41], [0.26, 0.22, -0.34], [-0.66, 1.29, 0.26], [-0.08, -0.07, -0.13], [0.36, -0.35, -0.01], [0.13, -0.09, -0.43], [0.15, -0.38, 0.13], [0.51, 0.46, -0.25], [-0.16, 0.14, 0.14], [0.36, -0.49, -0.81], [0.41, -0.62, 0.32], [-0.39, -0.09, 0.75], [-0.33, 0.59, -0.06], [-0.43, -1.94, 0.51], [0.25, -0.59, -1.52], [0.26, 0.14, 0.40], [-0.29, 0.81, 0.24], [0.58, 0.62, 0.96], [0.03, 0.06, -0.09], [0.05, -0.12, -0.38], [0.33, 0.16, -0.36], [0.28, -0.33, 0.05], [-0.32, 0.37, -0.05], [0.29, 0.64, 0.29], [-0.33, -0.62, -0.19], [-0.18, 0.24, -0.53], [-1.17, -0.59, 0.54], [-0.24, 0.88, -0.65], [1.15, -0.50, 0.21], [0.27, 0.51, -1.65], [-0.44, -0.45, 0.69], [0.07, -0.14, 0.71], [-0.03, 0.22, -0.57], [0.52, -0.11, -0.29], [0.35, 0.65, -0.03], [-0.09, -0.09, 0.17], [0.17, -0.22, 0.25], [-0.44, 0.31, 0.25], [-0.22, -0.35, -0.05], [-0.14, -0.25, 0.04], [0.35, 0.08, 0.50], [-0.57, 0.25, 0.51], [0.40, 0.22, -1.24], [-0.14, -0.31, 0.66], [-0.48, -0.14, -0.28], [0.33, 0.14, -0.19], [0.05, 0.26, 0.94], [0.41, -0.50, -0.53], [0.02, 0.14, -0.21], [0.16, -0.10, 0.05], [0.23, -0.12, 0.46], [-0.48, -0.10, 0.34], [0.12, 0.09, -0.36], [0.12, 0.28, -0.09], [0.03, 0.09, -0.05], [-0.16, -0.10, 0.14], [0.00, -0.45, 0.36], [0.07, 0.31, -0.78], [-0.22, -0.27, 0.17], [2.45, 0.75, -0.09], [-0.86, 0.37, -0.26], [-0.66, -0.25, -0.02], [-0.86, -0.57, 0.91], [-0.08, -0.05, -0.25], [0.21, 0.28, -0.06], [0.03, -0.15, 0.40], [-0.08, 0.06, 0.02], [0.11, -0.17, -0.01], [0.03, 0.00, -0.04], [-0.45, 0.10, -0.17], [0.11, 0.07, -0.07], [0.54, -0.79, -0.49], [1.28, -0.16, -0.69], [-0.77, -0.88, 0.53], [-0.50, -0.05, -0.34], [-0.29, 0.13, 0.10], [0.32, -0.02, -0.07], [-0.04, 0.85, -0.02], [0.00, -0.03, 0.13], [-0.34, 0.38, 0.22], [-0.40, 0.16, -0.23], [-0.25, 0.17, 0.74], [0.19, 0.21, 0.04], [0.35, 0.09, -0.24], [-0.21, -0.03, 0.26], [0.14, -0.10, 0.03]], "total_charge": -2, "e_homo_ev": -2.07, "spin_multiplicity": 1, "lumo_energy_ev": 3.224}

***

{"formula": "C12H29N4O9PPb", "method": "ωB97M-V with the def2-TZVPD basis set", "symbols": ["O", "H", "Pb", "N", "N", "N", "N", "O", "O", "O", "O", "C", "C", "C", "C", "C", "H", "H", "H", "C", "H", "H", "H", "C", "C", "H", "H", "H", "H", "H", "H", "H", "H", "C", "H", "H", "H", "O", "H", "H", "C", "O", "P", "O", "C", "O", "C", "H", "H", "H", "H", "H", "H", "H", "H", "H"], "xyz": [[-0.9478, 2.5146, -2.7750], [-0.6323, 3.4314, -2.9041], [0.3047, 0.4410, -0.8013], [-2.3240, 0.5080, -0.3787], [-0.5834, 1.6580, 1.1570], [0.5235, -1.9933, -1.2037], [1.7902, -0.7321, 0.8173], [-3.0913, -0.1835, -1.0327], [-0.0264, -2.7431, -2.2738], [2.2447, -0.2359, 2.0178], [0.2228, 1.9129, 2.0749], [-1.6857, 2.4042, 0.8246], [-2.6104, 1.8344, -0.0705], [1.5631, -2.6057, -0.6440], [2.2365, -1.9392, 0.4624], [-3.6818, 2.4996, -0.8028], [-3.4215, 2.5610, -1.8578], [-3.8753, 3.4931, -0.4381], [-4.6024, 1.9293, -0.7071], [-1.7917, 3.7905, 1.3193], [-0.8972, 4.3620, 1.0609], [-1.8725, 3.8237, 2.4060], [-2.6621, 4.3083, 0.9155], [1.8929, -3.9743, -1.0980], [3.3129, -2.5977, 1.2380], [1.4552, -4.1366, -2.0861], [1.4613, -4.7406, -0.4392], [2.9761, -4.1002, -1.1329], [3.4496, -2.0853, 2.1958], [4.2450, -2.4924, 0.6685], [3.0925, -3.6600, 1.3908], [-0.8582, -2.2754, -2.4725], [1.5560, 0.4670, 2.2165], [1.9763, 1.6873, -1.5591], [1.4014, 2.2008, -2.3337], [2.8210, 1.1390, -2.0146], [2.3139, 2.4178, -0.7996], [-1.2770, 0.1411, -4.0930], [-1.5355, 1.0757, -4.0567], [-0.3108, 0.1934, -4.0362], [-1.1577, -4.1521, 1.8297], [-0.6334, -2.9310, 2.3929], [-0.9830, -1.4041, 1.8333], [-0.5438, -0.5765, 3.1805], [-0.6440, -1.0260, 4.5431], [-2.6151, -1.4829, 1.7299], [-3.5414, -1.0565, 2.7431], [-0.3561, -4.8975, 1.9640], [-1.4992, -4.1138, 0.7729], [-2.0530, -4.4774, 2.3826], [-1.1724, -2.0079, 4.6066], [0.3510, -1.1513, 5.0141], [-1.1817, -0.2581, 5.1393], [-3.9800, -1.9247, 3.2496], [-3.0618, -0.4156, 3.4972], [-4.3891, -0.5571, 2.2611]], "forces_ev_per_a": [[0.47, 0.04, 0.35], [-0.25, -0.71, 0.14], [-2.35, 1.18, 0.00], [0.58, 0.67, 0.11], [-0.75, -0.99, -2.03], [1.83, -2.20, 0.11], [0.62, -2.59, -0.36], [-0.50, 0.33, -0.19], [-0.06, 0.99, 1.08], [-0.57, 0.31, -0.73], [0.59, 1.10, 1.01], [0.75, -0.35, 0.16], [1.14, -1.50, -0.17], [-2.81, 0.95, -1.73], [-0.69, 3.06, 1.70], [-0.86, 0.20, 0.00], [0.22, -0.08, -0.11], [-0.04, 0.37, 0.09], [-0.15, -0.13, -0.09], [-0.24, 0.65, 0.43], [0.01, -0.10, -0.04], [0.07, -0.09, 0.09], [0.16, -0.11, 0.00], [0.52, -0.47, -0.20], [0.21, -0.24, 0.13], [0.38, -0.03, 0.25], [0.15, 0.25, 0.05], [-0.06, -0.19, 0.02], [-0.09, -0.26, -0.25], [-0.04, -0.22, 0.13], [0.18, 0.20, 0.01], [0.18, 0.11, -0.05], [0.48, -0.17, -0.11], [1.60, 1.18, -0.66], [-0.15, -0.06, 0.07], [-0.42, 0.03, 0.48], [-0.19, -0.59, -0.17], [0.44, -0.83, -0.16], [0.22, 0.46, 0.64], [-0.44, 0.21, -0.15], [-0.17, 0.03, 0.16], [-0.21, -0.14, -0.26], [-0.23, -0.59, 0.12], [-0.41, -0.68, -0.06], [-0.43, -0.44, 0.55], [0.22, 0.48, 0.86], [-0.20, -0.38, 0.11], [-0.45, 0.20, -0.22], [0.59, 0.41, 0.42], [0.37, 0.15, 0.07], [0.35, 0.81, -0.02], [-0.35, 0.10, -0.61], [0.19, -0.45, -0.50], [0.29, -0.02, 0.00], [-0.19, -0.05, -0.39], [0.42, 0.19, -0.03]], "total_charge": 0, "e_homo_ev": [-7.15, -7.21], "spin_multiplicity": 1, "lumo_energy_ev": [-1.123, -1.596]}